No. 1
The following is a quantum chemistry calculation of 4 unconnected molecules or ions with the total composition C3H17N2O3 in a non-equilibrium geometry, from OMol25.

## Properties
ΔE to the lowest compared entry with this formula, charge and spin ... 2.013 eV
Maximum force ... 3.4 eV Å⁻¹
M ... 129.2 g mol⁻¹
Total charge ... +1

Each line ends with the Löwdin charge.
Atoms and positions in Å:
N  2.32  -0.97  0.54  0.015
H  -3.30  -2.39  -0.68  0.061
H  -3.08  -2.16  -2.11  0.078
H  -1.72  2.47  2.03  0.041
H  -1.42  0.24  0.28  0.118
H  -1.13  1.03  -1.64  0.103
H  0.22  0.55  -2.72  0.087
O  -1.26  1.90  1.47  0.008
H  -0.68  2.35  0.92  -0.003
H  -0.86  -0.76  -2.19  0.092
H  -0.52  -0.79  1.39  0.167
H  0.94  -2.28  -0.45  0.136
C  -0.37  0.22  -1.87  -0.043
H  0.87  0.68  0.09  0.135
O  1.60  2.48  1.40  -0.073
H  2.44  -1.76  1.12  0.067
C  1.47  -1.28  -0.55  -0.232
H  1.97  -1.37  -1.50  0.113
H  2.47  2.30  1.01  0.052
H  -1.22  -1.56  0.02  0.170
N  -0.81  -0.60  0.41  0.148
H  3.21  -0.70  0.22  0.073
C  0.31  -0.14  -0.55  -0.324
H  1.81  2.38  2.36  0.072
O  -2.72  -1.88  -1.25  -0.058


No. 2
The following is a quantum chemistry calculation of 5 unconnected molecules or ions with the total composition C3H17NO4 in a non-equilibrium geometry, from OMol25.

## Properties
ΔE to the lowest compared entry with this formula, charge and spin ... 1.062 eV
Maximum force ... 3.7 eV Å⁻¹
M ... 131.2 g mol⁻¹
SMILES ... CCCN.O.O.O.O

Each line ends with the Löwdin charge.
Atoms and positions in Å:
H  0.28  -0.32  -1.63  0.045
H  3.90  0.70  -1.70  0.029
H  3.30  0.96  -3.18  0.030
O  3.46  1.31  -2.30  -0.056
H  -2.97  3.19  0.88  0.052
H  0.26  2.60  -1.43  0.043
H  1.65  -1.06  0.08  0.101
O  -3.83  0.41  -1.26  -0.055
H  -2.92  0.66  -1.09  0.004
C  1.13  -2.00  2.36  -0.136
H  0.76  -2.56  3.25  0.075
H  -2.01  2.29  0.17  0.006
O  0.09  2.50  -0.49  -0.071
H  -0.81  -0.33  -0.50  0.008
H  0.90  -2.62  -0.45  0.093
H  -0.72  -2.61  1.23  0.132
H  -0.22  3.35  -0.18  0.030
C  -0.02  -1.71  1.38  -0.228
C  0.72  -1.64  -0.02  -0.265
O  -2.03  2.99  0.83  -0.064
H  -0.44  -0.75  1.58  0.085
H  1.81  -2.71  1.93  0.053
H  1.68  -1.13  2.70  0.071
N  -0.21  -0.96  -1.01  -0.022
H  -3.76  -0.54  -1.17  0.042


No. 3
The following is a quantum chemistry calculation of 5 unconnected molecules or ions with the total composition C3H17NO4 in a non-equilibrium geometry, from OMol25.

## Properties
ΔE to the lowest compared entry with this formula, charge and spin ... 0.550 eV
Maximum force ... 2.2 eV Å⁻¹
M ... 131.2 g mol⁻¹
SMILES ... CC(C)N.O.O.O.O

Each line ends with the Löwdin charge.
Atoms and positions in Å:
N  -1.39  -0.01  -0.84  0.022
H  -1.02  1.70  1.45  -0.014
H  1.71  1.64  2.69  0.013
O  3.38  -1.10  0.60  -0.068
H  -1.68  -0.21  -3.46  0.064
H  0.04  0.81  0.91  0.014
H  2.15  0.21  3.01  0.030
C  -1.27  -1.13  -3.05  -0.076
H  -1.83  -2.05  -1.22  0.124
H  1.07  -1.05  -1.46  0.073
O  2.48  1.05  2.68  -0.068
H  -2.22  0.12  -0.29  0.051
H  3.53  -0.20  0.91  0.021
H  0.62  -2.68  -1.61  0.076
H  -1.04  0.81  -1.29  0.079
H  -2.88  2.42  1.58  0.077
H  -0.28  -1.17  -3.54  0.065
C  -1.14  -1.26  -1.51  -0.477
H  2.84  -1.45  1.33  0.020
C  0.28  -1.75  -1.16  -0.089
H  -1.81  -2.00  -3.43  0.066
O  -2.62  1.90  0.81  -0.054
O  -0.05  1.54  1.54  -0.091
H  -2.51  2.60  0.15  0.081
H  0.24  -1.68  -0.07  0.063


No. 4
The following is a quantum chemistry calculation of 6 unconnected molecules or ions with the total composition C3H18N2O5 in a non-equilibrium geometry, from OMol25.

## Properties
ΔE to the lowest compared entry with this formula, charge and spin ... 0.749 eV
Maximum force ... 2.0 eV Å⁻¹
M ... 162.2 g mol⁻¹
SMILES ... CC/N=C\N.O.O.O.O.O

Each line ends with the Löwdin charge.
Atoms and positions in Å:
O  -1.34  0.33  -1.63  -0.054
H  0.91  2.40  2.18  0.065
H  0.41  -2.55  -2.74  0.051
O  0.23  3.22  -2.27  -0.073
C  1.00  1.34  2.38  -0.088
H  -0.31  -1.47  -3.54  0.051
H  -0.14  -0.02  3.52  0.093
O  0.55  -1.70  -3.17  -0.059
H  1.52  0.70  1.69  0.055
H  1.29  1.56  -3.72  0.042
H  1.60  1.50  3.28  0.066
H  -0.25  2.74  -2.95  0.018
C  -1.27  -1.16  1.50  -0.319
H  -0.23  -2.33  2.84  0.094
H  -1.10  1.27  3.17  0.114
H  0.74  -1.20  0.02  -0.010
H  2.24  -1.56  0.36  0.043
O  1.35  -1.89  0.30  -0.052
H  -0.55  -0.08  -1.27  -0.006
H  -1.65  -2.98  2.23  0.078
H  -1.88  -1.52  0.66  0.116
H  -0.36  3.20  -1.51  0.028
N  -0.84  0.02  1.49  0.002
C  -0.33  0.65  2.68  -0.301
N  -1.16  -2.14  2.47  0.088
H  -2.02  0.63  -1.03  0.035
H  0.97  0.22  -3.14  0.000
O  0.65  0.84  -3.80  -0.075


No. 5
The following is a quantum chemistry calculation of 6 unconnected molecules or ions with the total composition C3H18O6 in a non-equilibrium geometry, from OMol25.

## Properties
ΔE to the lowest compared entry with this formula, charge and spin ... 1.500 eV
Maximum force ... 2.4 eV Å⁻¹
M ... 150.2 g mol⁻¹
SMILES ... CC(C)O.O.O.O.O.O

Each line ends with the Löwdin charge.
Atoms and positions in Å:
O  21.00  -0.77  -1.25  -0.054
C  23.71  4.60  1.50  -0.041
H  23.90  5.67  1.41  0.070
O  22.06  3.10  2.42  -0.069
H  18.90  -0.43  -5.83  0.026
H  24.76  4.33  1.54  0.069
H  25.37  -1.35  1.15  0.027
H  21.81  -0.85  -0.74  0.024
H  23.19  3.37  4.65  0.081
O  24.63  -1.91  1.37  -0.054
H  24.63  -1.96  2.32  0.029
H  21.01  -4.71  -4.48  0.030
O  18.89  0.45  -5.47  -0.055
H  20.31  -4.94  0.93  0.029
H  21.87  2.99  1.48  0.076
H  24.54  3.08  3.61  0.084
H  21.75  -3.55  -5.10  0.028
O  20.98  -3.76  -4.58  -0.054
H  18.39  0.38  -4.66  0.029
H  24.28  4.72  4.27  0.088
H  23.29  4.20  0.58  0.071
C  22.88  4.21  2.77  -0.476
H  22.12  4.89  3.16  0.133
H  19.50  -6.17  0.55  0.027
C  23.79  3.83  3.87  -0.084
O  20.40  -5.84  0.61  -0.055
H  21.16  -1.32  -2.03  0.024


No. 6
The following is a quantum chemistry calculation of C3H2 in the gas phase in a non-equilibrium geometry, from OMol25.

## Properties
ΔE to the lowest compared entry with this formula, charge and spin ... 0.062 eV
Maximum force ... 4.7 eV Å⁻¹
M ... 38.0 g mol⁻¹

Each line ends with the Löwdin charge.
Atoms and positions in Å:
H  1.16  -0.91  0.03  0.066
C  -2.11  0.01  0.06  0.119
C  0.57  -0.01  -0.01  0.015
C  -0.74  -0.01  -0.07  -0.265
H  1.12  0.92  0.00  0.066


No. 7
The following is a quantum chemistry calculation of 6 unconnected molecules or ions with the total composition C3H20N2O6 in a non-equilibrium geometry, from OMol25.

## Properties
ΔE to the lowest compared entry with this formula, charge and spin ... 0.000 eV
Maximum force ... 2.3 eV Å⁻¹
M ... 180.2 g mol⁻¹
SMILES ... NC[C@H](N)CO.O.O.O.O.O

Each line ends with the Löwdin charge.
Atoms and positions in Å:
C  -1.44  1.49  1.06  -0.204
O  -0.96  -0.53  -3.27  -0.032
H  0.69  -2.38  0.46  0.011
H  1.24  2.23  1.83  0.079
H  0.77  -2.24  2.72  0.078
C  -0.01  0.88  0.83  -0.372
O  1.44  0.12  -1.08  -0.129
H  1.63  0.68  1.96  0.044
N  0.83  1.31  1.95  0.045
H  1.27  2.02  -0.49  0.122
H  -1.41  2.45  0.56  0.114
O  1.33  -2.52  1.98  -0.063
H  -2.36  0.79  -3.02  0.007
H  -3.36  0.90  0.90  0.081
H  0.34  -3.06  -0.83  0.070
O  -2.94  1.23  -2.35  -0.132
H  -2.70  0.75  -1.52  -0.021
H  3.95  -1.12  0.57  0.075
C  0.57  1.17  -0.55  -0.166
H  0.97  -0.74  -0.99  0.036
H  -0.17  -0.19  0.93  0.110
H  -0.29  -0.38  -3.92  0.050
H  -2.41  -0.36  0.78  0.077
O  3.08  -0.82  0.90  -0.083
H  -1.53  1.58  2.14  0.100
O  0.14  -2.23  -0.37  -0.092
H  2.71  -0.32  0.13  0.038
H  -0.83  -0.93  -2.41  0.029
H  2.05  -1.85  1.95  0.022
H  -0.12  1.43  -1.36  0.107
N  -2.48  0.61  0.49  -0.004


No. 8
The following is a quantum chemistry calculation of 8 unconnected molecules or ions with the total composition C3H20NO9S in a non-equilibrium geometry, from OMol25.

## Properties
ΔE to the lowest compared entry with this formula, charge and spin ... 0.352 eV
Maximum force ... 5.9 eV Å⁻¹
M ... 246.3 g mol⁻¹
Total charge ... -1

Each line ends with the Löwdin charge.
Atoms and positions in Å:
H  1.62  -2.54  2.28  -0.081
C  -1.96  1.34  2.43  -0.536
O  -1.41  -0.57  -1.53  -0.020
C  -1.23  0.12  2.00  -0.276
O  -0.84  -3.41  -2.27  -0.063
H  -3.03  1.51  2.05  0.075
H  1.34  0.46  1.07  0.036
H  -2.34  1.41  3.44  0.044
S  -1.21  3.00  2.03  0.661
H  -1.64  -0.69  2.54  0.095
N  -1.69  -0.40  0.70  0.049
O  0.03  2.38  -2.96  -0.045
C  -1.02  0.02  -0.54  -0.722
H  1.15  1.00  -3.35  0.028
H  -2.43  -1.04  0.60  0.103
H  1.37  0.10  -2.13  0.000
H  1.11  1.89  0.91  -0.052
O  1.80  0.36  -2.96  -0.102
O  0.05  0.68  -0.60  -0.097
H  -0.27  2.30  1.28  -0.151
O  1.71  -1.87  0.83  0.043
H  2.13  -1.10  0.50  0.054
H  -0.09  0.25  2.02  0.114
H  0.33  -2.22  3.16  0.068
H  3.16  -1.29  -2.60  0.060
H  1.06  -2.04  0.26  -0.006
H  -0.68  1.88  -3.32  0.036
H  -0.17  -2.70  -2.23  0.019
H  0.05  1.94  -2.11  -0.003
H  -1.52  -2.96  -1.80  -0.014
O  2.61  -2.14  -2.61  -0.087
H  1.76  -1.93  -2.95  -0.018
O  1.56  1.36  1.51  -0.112
O  1.16  -2.80  3.04  -0.100


No. 9
The following is a quantum chemistry calculation of 7 unconnected molecules or ions with the total composition C3H22NO7 in a non-equilibrium geometry, from OMol25.

## Properties
ΔE to the lowest compared entry with this formula, charge and spin ... 0.959 eV
Maximum force ... 2.4 eV Å⁻¹
M ... 184.2 g mol⁻¹
Total charge ... +1

Each line ends with the Löwdin charge.
Atoms and positions in Å:
C  0.26  1.55  -0.51  -0.147
O  -0.48  0.16  1.37  -0.119
H  0.35  1.31  -3.01  0.088
H  -2.86  -0.28  3.01  0.075
H  -1.34  -0.17  1.74  0.036
H  -0.17  -0.43  -1.09  0.147
H  3.41  -0.80  0.23  0.081
H  2.02  1.12  -2.58  0.102
H  1.40  -0.20  -0.62  0.113
O  1.45  -1.54  2.51  -0.025
H  2.57  3.37  0.17  0.050
O  2.45  -0.81  0.31  -0.054
H  -0.58  2.14  1.37  0.133
O  -2.31  -1.04  2.80  -0.024
H  -1.68  -1.23  -2.82  0.052
H  2.27  -1.07  1.28  0.035
H  -3.53  -0.82  -0.54  0.047
H  1.17  2.12  -0.25  0.095
H  2.24  4.30  -1.10  0.057
H  0.64  -1.20  2.10  0.030
H  -3.71  -2.29  0.02  0.051
H  1.41  -0.22  -3.22  0.106
C  1.05  0.61  -2.61  -0.016
H  -1.77  1.46  0.17  0.134
C  -0.74  1.37  0.60  -0.191
H  1.39  -1.49  3.46  0.080
O  2.55  3.46  -0.78  -0.051
H  -0.24  2.18  -1.25  0.123
O  -1.12  -1.86  -2.35  -0.074
N  0.60  0.27  -1.24  -0.018
H  -1.97  -1.40  3.64  0.086
H  -1.92  -2.38  -2.17  0.042
O  -3.40  -1.76  -0.72  -0.046


No. 10
The following is a quantum chemistry calculation of 11 unconnected molecules or ions with the total composition C3H24NO13 in a non-equilibrium geometry, from OMol25.

## Properties
ΔE to the lowest compared entry with this formula, charge and spin ... 2.795 eV
Maximum force ... 3.4 eV Å⁻¹
M ... 282.2 g mol⁻¹
Total charge ... -1

Each line ends with the Löwdin charge.
Atoms and positions in Å:
H  -3.26  -2.67  -1.23  0.043
H  -0.88  -3.07  2.62  0.039
H  -1.55  0.43  -1.52  0.027
O  -1.19  -3.68  1.94  -0.058
H  2.82  1.44  1.50  0.117
H  0.30  3.83  2.15  0.134
O  -4.31  0.12  0.78  -0.063
H  3.61  -1.55  -2.92  0.049
H  -1.76  -2.57  -0.95  0.005
O  2.68  -0.07  -0.31  -0.030
H  0.16  1.55  -3.43  0.027
H  3.35  2.33  -0.77  0.032
O  0.85  -1.02  0.62  -0.036
H  -1.57  2.19  1.73  -0.013
H  -3.59  -0.42  1.15  0.004
H  0.28  -3.29  -1.62  0.069
H  -4.20  -0.12  -0.15  0.031
H  -0.76  -0.99  1.36  -0.007
O  -1.63  -0.94  1.79  -0.081
H  1.61  1.67  -3.57  0.003
H  -0.99  -3.30  1.09  -0.008
O  -1.56  1.27  -1.98  -0.043
C  0.95  2.96  2.37  -0.392
O  3.68  2.11  -1.67  -0.093
H  0.08  -1.84  -0.70  0.033
O  3.44  -2.42  -2.47  -0.094
O  -2.67  -2.24  -0.61  -0.104
O  0.82  1.93  -4.07  -0.084
H  0.19  1.86  0.79  0.134
H  -2.06  -1.68  1.34  -0.004
H  -2.88  1.38  1.59  -0.016
H  -2.01  1.85  -1.35  0.035
O  -0.23  -2.55  -1.33  -0.057
O  1.71  3.08  3.32  0.000
H  1.89  0.40  2.64  0.135
C  1.80  -0.24  0.58  -0.638
H  3.08  1.36  -1.85  0.002
H  3.52  -2.12  -1.56  0.012
C  1.91  0.86  1.63  -0.093
N  0.86  1.89  1.56  0.039
O  -2.50  2.25  1.52  -0.058


No. 11
The following is a quantum chemistry calculation of 9 unconnected molecules or ions with the total composition C3H25NO8 in a non-equilibrium geometry, from OMol25.

## Properties
<S²> ... 0.7543
Spin multiplicity ... 2
ΔE to the lowest compared entry with this formula, charge and spin ... 0.610 eV
Maximum force ... 6.0 eV Å⁻¹
M ... 203.2 g mol⁻¹
Total charge ... +1

Each line ends with the Löwdin spin population.
Atoms and positions in Å:
H  -1.65  -0.05  -3.19  0.000
H  -1.07  -2.99  -2.55  0.000
O  -2.77  -1.91  0.90  0.000
H  -2.66  -1.07  0.50  0.000
H  0.83  3.61  2.16  0.025
C  1.20  3.36  -0.66  0.077
H  -0.49  -4.93  0.84  0.000
H  0.75  1.19  -1.81  0.001
H  1.34  4.42  -0.26  0.049
H  -1.58  -3.82  1.04  0.000
H  3.21  1.96  1.55  0.002
H  0.71  1.72  2.25  0.005
O  -1.12  -3.26  -1.61  0.000
H  -2.93  0.84  -3.13  0.000
C  2.95  2.55  0.70  0.058
H  1.83  3.20  -1.51  0.005
H  2.44  -2.11  2.99  0.000
N  1.50  2.39  0.35  0.678
H  -1.91  -2.76  -1.36  0.000
H  1.48  -3.39  -0.30  0.000
O  -1.00  -4.48  1.50  0.000
H  0.09  3.23  -0.84  0.009
O  1.03  0.92  -2.68  0.005
H  0.98  -0.02  -2.81  0.000
O  2.46  -3.56  -0.09  0.000
H  -0.33  2.46  1.22  0.001
H  -3.41  -1.87  1.69  0.000
H  1.06  -2.44  3.36  0.000
O  -4.52  0.95  -0.55  0.000
C  0.65  2.66  1.58  0.047
H  3.11  3.59  1.03  0.034
H  -3.97  1.73  -0.74  0.000
H  2.51  -3.43  0.86  0.000
H  -3.78  0.34  -0.50  0.000
O  1.51  -1.87  2.75  0.000
O  -2.13  0.59  -2.65  0.000
H  3.67  2.27  -0.03  0.004


No. 12
The following is a quantum chemistry calculation of a molecular structure, C3H26B5Be2Cl6 in a non-equilibrium geometry, from OMol25.

## Properties
Maximum force ... 5.2 eV Å⁻¹
M ... 347.0 g mol⁻¹
Total charge ... -1
E ... -3043.542754 Ha

Each line ends with the Löwdin charge.
Atoms and positions in Å:
C  -3.65  4.89  -0.47  -1.013
H  2.75  0.70  -7.02  -0.049
H  1.61  -3.74  -0.69  -0.045
H  -2.95  -1.98  3.07  -0.021
H  -2.81  -2.31  4.76  -0.049
H  -4.13  -3.91  -3.80  -0.044
B  -3.14  -3.48  -3.82  -0.277
Cl  -3.25  3.13  7.62  0.448
H  9.13  -1.93  1.29  0.021
B  0.89  -4.15  0.00  -0.246
H  1.25  -0.03  -7.53  -0.063
Be  0.66  -1.06  -3.74  0.821
Be  1.18  -0.99  3.52  0.573
H  -2.66  5.43  8.11  0.029
Cl  7.51  -0.50  2.24  0.458
B  1.24  1.40  -0.15  -0.371
H  2.04  0.69  -0.04  -0.074
H  -2.42  -4.21  -3.48  -0.047
H  -2.93  4.47  0.23  0.029
C  8.57  -1.08  0.91  -1.015
H  1.41  1.91  -1.09  -0.073
B  1.79  0.90  -7.45  -0.292
H  -3.27  5.73  -1.05  0.023
Cl  -4.80  5.74  0.64  0.425
H  -3.86  -3.29  3.69  -0.017
H  1.82  1.38  -8.42  -0.057
H  0.50  -5.11  -0.30  -0.034
H  -2.90  -3.21  -4.84  -0.060
H  9.21  -0.25  0.59  0.025
H  -3.68  5.24  6.74  0.015
Cl  7.61  -1.64  -0.44  0.511
Cl  -1.42  4.88  6.02  0.473
H  -2.15  -3.52  3.63  -0.029
H  -3.11  -2.60  -3.20  -0.042
H  1.22  2.06  0.70  -0.080
H  1.34  1.50  -6.67  -0.049
Cl  -4.53  3.71  -1.38  0.535
C  -2.78  4.84  7.20  -0.965
B  -2.92  -2.78  3.80  -0.227
H  0.05  -3.47  -0.05  -0.009
H  1.29  -4.23  1.00  -0.060
H  0.29  0.87  -0.17  -0.079